1.
Computed, not measured: an isolated molecule of C4H10NO3PS, with ωB97M-V/def2-TZVPD.

SMILES string = CC(C)O[P@@](C)(=O)S(#N)=O
highest occupied orbital energy = -9.735 eV
energy relative to the best compared isomer or geometry (same formula, charge and spin) = 87.4 kcal/mol

```
! RIJCOSX wB97M-V def2-TZVPD def2/J DEFGRID3
* xyz 0 1
S -1.66 -2.19 -0.33
P -1.68 0.11 0.19
O -1.19 -1.99 -1.71
O -2.98 0.67 -0.16
O -0.54 0.76 -0.63
N -1.94 -3.54 0.15
C 0.88 0.60 -0.96
C 1.57 1.89 -0.72
C -1.33 -0.03 1.97
C 1.52 -0.59 -0.23
H -0.51 -0.71 2.21
H 1.61 -0.48 0.79
H 1.20 2.74 -1.50
H 0.97 -1.54 -0.69
H 0.90 0.26 -2.04
H 2.61 -0.63 -0.46
H 1.46 2.26 0.21
H -1.26 1.12 2.45
H -2.24 -0.59 2.42
H 2.60 1.88 -0.95
*
```


2.
Computed, not measured: an isolated molecule of C4H10NOP, with ωB97M-V/def2-TZVPD.

SMILES string = CC1(C)COPN1
highest occupied orbital energy = -8.004 eV
energy relative to the best compared isomer or geometry (same formula, charge and spin) = 37.7 kcal/mol

```
! RIJCOSX wB97M-V def2-TZVPD def2/J DEFGRID3
* xyz 0 1
P -1.15 1.90 1.61
O -0.02 1.02 2.33
N -1.10 1.19 0.03
C -0.85 -1.31 0.32
C 0.54 0.09 -1.31
C -0.19 0.04 0.09
C 0.88 0.36 1.16
H -0.33 -2.08 -0.31
H 1.54 -0.38 -1.17
H -0.51 3.26 1.33
H 1.43 -0.59 1.49
H 0.14 -0.37 -2.18
H -2.03 -1.25 0.03
H 0.75 1.18 -1.57
H 1.60 1.08 0.79
H -1.94 1.01 -0.33
H -0.79 -1.54 1.42
*
```


| no. | lowest unoccupied orbital energy (Ha) |
| --- | --- |
| 1 | -0.015 |
| 2 | 0.029 |